{"formula": "C33H79B6F20N9O3Sn", "method": "the ωB97M-V functional and the def2-TZVPD basis", "max_force_ev_per_a": 5.7, "gap_ev": 6.15, "homo_ev": -10.1, "e_lumo_ev": -4.00, "charge": 2, "species": ["Sn", "B", "H", "H", "H", "H", "C", "C", "N", "C", "C", "N", "C", "C", "H", "H", "H", "H", "H", "H", "H", "H", "H", "H", "H", "C", "C", "N", "C", "C", "N", "C", "C", "H", "H", "H", "H", "H", "H", "H", "H", "H", "H", "H", "C", "C", "N", "C", "C", "N", "C", "C", "H", "H", "H", "H", "H", "H", "H", "H", "H", "H", "H", "C", "N", "C", "C", "C", "C", "O", "H", "H", "H", "H", "H", "H", "H", "H", "H", "H", "H", "H", "H", "H", "C", "N", "C", "C", "C", "C", "O", "H", "H", "H", "H", "H", "H", "H", "H", "H", "H", "H", "H", "H", "H", "C", "N", "C", "C", "C", "C", "O", "H", "H", "H", "H", "H", "H", "H", "H", "H", "H", "H", "H", "H", "H", "B", "F", "F", "F", "F", "B", "F", "F", "F", "F", "B", "F", "F", "F", "F", "B", "F", "F", "F", "F", "B", "F", "F", "F", "F"], "coordinates": [[-1.378, -0.036, -0.779], [-4.657, 0.416, -0.641], [-5.424, 0.315, -1.393], [-4.032, -0.459, -0.725], [-4.084, 1.324, -0.747], [-5.131, 0.523, 0.322], [0.473, 2.446, 3.298], [1.397, 1.456, 4.057], [1.337, 1.450, 5.465], [1.611, 2.473, 6.287], [1.304, 2.182, 7.643], [0.736, 0.962, 7.586], [0.543, 0.623, 6.253], [0.099, 0.309, 8.788], [-0.522, 2.070, 3.534], [0.614, 2.345, 2.221], [0.452, 3.465, 3.685], [2.407, 1.610, 3.677], [1.327, 0.424, 3.715], [2.052, 3.325, 5.791], [1.405, 2.659, 8.606], [0.072, -0.295, 5.934], [-0.991, 0.328, 8.805], [0.364, 0.866, 9.687], [0.449, -0.723, 8.798], [6.945, 2.039, -4.572], [6.060, 3.271, -5.016], [4.605, 2.979, -4.814], [3.963, 2.521, -3.691], [2.630, 2.577, -3.984], [2.439, 3.117, -5.220], [3.697, 3.441, -5.699], [1.085, 3.324, -5.807], [6.576, 1.338, -5.320], [6.802, 1.616, -3.578], [8.028, 2.137, -4.649], [6.160, 3.589, -6.053], [6.319, 4.118, -4.380], [4.583, 2.100, -2.914], [1.790, 2.275, -3.375], [3.932, 3.825, -6.681], [0.331, 2.593, -5.515], [1.228, 3.338, -6.888], [0.664, 4.321, -5.680], [5.392, -2.043, -2.325], [4.780, -0.844, -3.006], [4.113, -1.233, -4.203], [2.800, -1.046, -4.342], [2.308, -1.483, -5.534], [3.465, -1.992, -6.160], [4.566, -1.667, -5.438], [3.578, -2.600, -7.472], [5.691, -1.772, -1.313], [6.233, -2.371, -2.936], [4.846, -2.986, -2.305], [5.647, -0.272, -3.337], [4.167, -0.213, -2.362], [2.222, -0.640, -3.524], [1.305, -1.572, -5.926], [5.576, -1.796, -5.800], [2.983, -3.512, -7.517], [4.558, -2.910, -7.832], [3.179, -1.831, -8.134], [-5.517, -2.688, 0.824], [-6.625, -3.594, 1.518], [-7.076, -4.454, 0.428], [-6.013, -4.359, 2.700], [-7.655, -2.572, 2.025], [-8.592, -2.943, 3.189], [-8.960, -4.310, 3.121], [-5.062, -1.991, 1.527], [-6.081, -2.230, 0.012], [-4.675, -3.245, 0.411], [-8.001, -4.793, 0.894], [-6.330, -5.241, 0.317], [-7.219, -3.880, -0.488], [-5.002, -4.563, 2.350], [-6.560, -5.300, 2.770], [-5.865, -3.744, 3.588], [-8.269, -2.188, 1.210], [-6.981, -1.778, 2.344], [-9.548, -2.424, 3.258], [-8.150, -2.578, 4.117], [-9.748, -4.403, 3.661], [0.236, 6.973, -1.444], [1.459, 5.993, -1.228], [1.330, 4.660, -2.045], [2.704, 6.770, -1.918], [1.570, 5.771, 0.304], [2.675, 4.745, 0.744], [4.026, 5.310, 0.409], [-0.578, 6.793, -0.742], [-0.162, 6.867, -2.454], [0.567, 8.010, -1.390], [2.238, 4.071, -1.914], [1.097, 5.107, -3.012], [0.502, 4.240, -1.474], [2.530, 7.113, -2.938], [3.537, 6.068, -1.943], [2.902, 7.605, -1.245], [0.590, 5.393, 0.595], [1.711, 6.746, 0.771], [2.696, 3.747, 0.307], [2.588, 4.552, 1.813], [4.744, 4.676, 0.359], [-0.157, -3.062, 4.317], [-0.253, -4.519, 3.863], [1.102, -5.020, 3.309], [-0.671, -5.349, 5.083], [-1.345, -4.596, 2.770], [-1.504, -5.978, 2.093], [-1.854, -6.967, 2.999], [-1.199, -2.747, 4.381], [0.352, -2.444, 3.577], [0.375, -3.065, 5.269], [1.220, -4.627, 2.299], [1.112, -6.109, 3.326], [1.842, -4.720, 4.050], [0.036, -5.106, 5.876], [-0.580, -6.425, 4.935], [-1.672, -5.020, 5.362], [-1.019, -3.894, 2.002], [-2.234, -4.183, 3.247], [-0.599, -6.236, 1.543], [-2.242, -5.906, 1.294], [-2.804, -7.075, 2.904], [1.855, 1.070, -0.727], [0.883, 1.856, -1.312], [1.872, 1.270, 0.583], [1.621, -0.279, -1.005], [3.058, 1.452, -1.212], [-1.278, 0.096, -4.316], [-2.442, -0.650, -4.091], [-0.170, -0.532, -3.795], [-0.953, 0.396, -5.621], [-1.443, 1.271, -3.595], [-1.834, -0.313, 2.708], [-2.105, 1.058, 2.401], [-2.681, -1.128, 2.007], [-0.589, -0.572, 2.146], [-1.899, -0.563, 4.115], [-1.170, -3.752, -1.238], [-0.283, -2.802, -1.730], [-1.957, -4.239, -2.179], [-0.496, -4.764, -0.661], [-1.943, -3.148, -0.320], [-2.492, 3.514, -0.895], [-1.857, 4.734, -1.314], [-2.753, 2.788, -2.004], [-1.808, 2.704, -0.003], [-3.748, 3.856, -0.338]]}


{"formula": "C33H81FeN4O11Ti", "method": "the ωB97M-V functional and the def2-TZVPD basis", "spin_multiplicity": 8, "max_force_ev_per_a": 3.6, "gap_ev": [3.71, 7.29], "homo_ev": [-3.3, -6.9], "s_squared": 15.760, "e_lumo_ev": [0.40, 0.39], "charge": 0, "species": ["Fe", "Ti", "C", "C", "C", "O", "H", "H", "H", "H", "H", "H", "H", "C", "C", "C", "O", "H", "H", "H", "H", "H", "H", "H", "C", "C", "C", "O", "H", "H", "H", "H", "H", "H", "H", "C", "O", "C", "C", "N", "C", "C", "O", "C", "H", "H", "H", "H", "H", "H", "H", "H", "H", "H", "H", "H", "H", "H", "H", "C", "O", "C", "C", "N", "C", "C", "O", "C", "H", "H", "H", "H", "H", "H", "H", "H", "H", "H", "H", "H", "H", "H", "H", "C", "O", "C", "C", "N", "C", "C", "O", "C", "H", "H", "H", "H", "H", "H", "H", "H", "H", "H", "H", "H", "H", "H", "H", "C", "O", "C", "C", "N", "C", "C", "O", "C", "H", "H", "H", "H", "H", "H", "H", "H", "H", "H", "H", "H", "H", "H", "H"], "coordinates": [[-26.251, -7.231, 10.283], [-27.012, -6.349, 13.314], [-29.474, -4.437, 11.948], [-28.591, -4.808, 10.794], [-28.166, -3.547, 10.046], [-27.545, -5.688, 11.023], [-30.403, -4.027, 11.552], [-29.090, -3.613, 12.551], [-29.875, -5.139, 12.679], [-29.258, -5.382, 10.150], [-27.747, -2.868, 10.789], [-29.104, -3.165, 9.644], [-27.358, -3.751, 9.343], [-29.677, -9.267, 10.160], [-28.234, -9.471, 9.835], [-28.132, -10.790, 9.005], [-27.487, -8.469, 9.102], [-29.879, -8.516, 10.923], [-30.048, -10.169, 10.647], [-30.309, -8.921, 9.342], [-27.885, -9.671, 10.848], [-28.561, -11.641, 9.534], [-27.079, -11.024, 8.845], [-28.449, -10.763, 7.963], [-23.745, -7.393, 14.120], [-24.258, -8.147, 12.886], [-24.868, -9.491, 13.448], [-25.226, -7.533, 12.128], [-24.404, -7.206, 14.969], [-23.409, -6.411, 13.787], [-22.870, -7.729, 14.677], [-23.448, -8.615, 12.326], [-25.759, -9.187, 13.996], [-24.219, -10.092, 14.084], [-25.160, -10.174, 12.651], [-24.348, -9.917, 9.381], [-24.477, -8.496, 9.382], [-23.592, -7.888, 8.494], [-23.665, -6.439, 8.891], [-25.054, -5.952, 8.954], [-25.851, -6.128, 7.763], [-25.311, -5.309, 6.550], [-26.167, -5.474, 5.435], [-25.997, -4.500, 4.379], [-23.312, -10.230, 9.512], [-24.733, -10.336, 8.451], [-24.832, -10.532, 10.140], [-23.739, -8.146, 7.445], [-22.636, -8.240, 8.880], [-23.098, -5.884, 8.144], [-23.141, -6.288, 9.835], [-25.024, -4.962, 9.150], [-26.815, -5.738, 8.089], [-25.952, -7.143, 7.381], [-24.297, -5.529, 6.215], [-25.392, -4.283, 6.910], [-26.902, -4.642, 3.790], [-25.112, -4.728, 3.785], [-25.978, -3.442, 4.640], [-30.726, -2.684, 16.877], [-29.511, -2.660, 17.541], [-29.518, -2.507, 18.963], [-28.078, -2.771, 19.448], [-27.810, -4.167, 19.206], [-26.374, -4.479, 19.310], [-26.078, -5.986, 19.242], [-26.485, -6.484, 17.952], [-25.733, -7.636, 17.535], [-31.227, -3.652, 16.869], [-30.556, -2.412, 15.836], [-31.437, -1.965, 17.283], [-30.220, -3.181, 19.454], [-29.939, -1.552, 19.279], [-27.954, -2.612, 20.519], [-27.465, -2.086, 18.862], [-28.165, -4.398, 18.289], [-26.061, -3.998, 20.237], [-25.803, -3.983, 18.525], [-26.550, -6.572, 20.031], [-25.023, -6.023, 19.512], [-26.001, -8.085, 16.578], [-25.787, -8.410, 18.300], [-24.705, -7.307, 17.379], [-32.261, -5.712, 13.762], [-33.125, -6.686, 13.098], [-32.473, -7.332, 12.076], [-33.365, -8.590, 11.724], [-33.366, -9.690, 12.701], [-33.983, -9.460, 14.055], [-33.586, -10.685, 14.866], [-32.260, -10.618, 15.408], [-31.969, -11.482, 16.471], [-32.045, -4.898, 13.070], [-31.410, -6.139, 14.294], [-32.866, -5.237, 14.534], [-31.460, -7.632, 12.344], [-32.304, -6.712, 11.195], [-32.913, -8.944, 10.798], [-34.426, -8.424, 11.534], [-32.409, -9.784, 13.008], [-35.045, -9.215, 14.042], [-33.593, -8.569, 14.547], [-33.729, -11.644, 14.368], [-34.331, -10.697, 15.661], [-32.531, -11.168, 17.350], [-30.885, -11.491, 16.591], [-32.297, -12.504, 16.278], [-29.379, -9.201, 13.974], [-29.151, -7.865, 14.335], [-29.466, -7.457, 15.655], [-29.103, -5.990, 15.869], [-27.740, -5.748, 15.476], [-27.497, -4.317, 15.614], [-26.136, -3.775, 15.065], [-25.803, -4.464, 13.928], [-25.043, -3.658, 12.966], [-28.840, -9.553, 13.094], [-30.410, -9.430, 13.702], [-28.999, -9.837, 14.774], [-28.893, -8.102, 16.320], [-30.510, -7.681, 15.875], [-29.305, -5.744, 16.911], [-29.739, -5.367, 15.240], [-27.296, -6.254, 16.229], [-27.445, -4.016, 16.661], [-28.278, -3.861, 15.006], [-25.402, -4.018, 15.834], [-26.116, -2.703, 14.866], [-24.692, -4.372, 12.222], [-24.159, -3.152, 13.355], [-25.599, -2.875, 12.449]]}


{"formula": "C33H81N3O13", "method": "the ωB97M-V functional and the def2-TZVPD basis", "max_force_ev_per_a": 1.9, "gap_ev": 10.13, "homo_ev": -9.7, "smiles": "CCCCCCCCCCCC[C@](C#N)(CCCCOC)[C@@H](C#N)N=C=O.CO.CO.CO.CO.CO.CO.CO.CO.CO.CO.CO", "e_lumo_ev": 0.40, "charge": 0, "species": ["C", "C", "C", "C", "C", "C", "C", "C", "C", "C", "C", "C", "C", "C", "N", "C", "C", "C", "C", "O", "C", "C", "C", "N", "N", "C", "O", "H", "H", "H", "H", "H", "H", "H", "H", "H", "H", "H", "H", "H", "H", "H", "H", "H", "H", "H", "H", "H", "H", "H", "H", "H", "H", "H", "H", "H", "H", "H", "H", "H", "H", "H", "H", "H", "C", "O", "H", "H", "H", "H", "C", "O", "H", "H", "H", "H", "C", "O", "H", "H", "H", "H", "C", "O", "H", "H", "H", "H", "C", "O", "H", "H", "H", "H", "C", "O", "H", "H", "H", "H", "C", "O", "H", "H", "H", "H", "C", "O", "H", "H", "H", "H", "C", "O", "H", "H", "H", "H", "C", "O", "H", "H", "H", "H", "C", "O", "H", "H", "H", "H"], "coordinates": [[-2.393, 1.614, -6.808], [-1.548, 2.241, -5.675], [-0.155, 2.751, -6.092], [0.596, 1.871, -7.110], [0.699, 0.394, -6.736], [1.030, 0.122, -5.267], [0.875, -1.397, -4.993], [2.103, -1.984, -4.288], [2.233, -1.334, -2.902], [2.835, -2.241, -1.828], [1.773, -3.083, -1.119], [0.868, -2.171, -0.251], [0.819, -2.494, 1.241], [-0.002, -3.695, 1.452], [-0.649, -4.609, 1.740], [0.146, -1.364, 2.044], [0.763, 0.017, 1.773], [0.403, 1.099, 2.825], [1.658, 1.606, 3.585], [1.698, 1.063, 4.897], [2.207, -0.260, 4.929], [2.198, -2.778, 1.911], [2.528, -4.214, 1.998], [2.744, -5.349, 1.941], [3.319, -1.986, 1.305], [4.413, -2.472, 1.517], [5.493, -2.911, 1.682], [-2.414, 0.534, -6.688], [-3.412, 1.961, -6.700], [-2.000, 1.865, -7.784], [-2.099, 3.112, -5.327], [-1.488, 1.573, -4.821], [-0.255, 3.736, -6.537], [0.456, 2.830, -5.195], [0.099, 1.992, -8.064], [1.604, 2.276, -7.187], [1.499, -0.061, -7.316], [-0.226, -0.130, -6.961], [0.392, 0.686, -4.599], [2.051, 0.402, -5.013], [0.013, -1.494, -4.333], [0.642, -1.939, -5.905], [2.058, -3.069, -4.252], [2.945, -1.703, -4.918], [1.239, -0.993, -2.615], [2.839, -0.437, -2.962], [3.625, -2.867, -2.236], [3.340, -1.595, -1.117], [1.158, -3.494, -1.917], [2.193, -3.930, -0.586], [-0.148, -2.308, -0.611], [1.123, -1.141, -0.461], [0.112, -1.589, 3.107], [-0.890, -1.310, 1.714], [0.355, 0.344, 0.814], [1.833, -0.053, 1.604], [-0.345, 0.717, 3.508], [0.026, 1.944, 2.262], [2.578, 1.323, 3.078], [1.620, 2.691, 3.598], [2.926, -0.319, 5.737], [2.672, -0.562, 3.993], [1.376, -0.931, 5.123], [2.109, -2.469, 2.949], [6.388, -2.731, 5.594], [6.403, -1.621, 4.701], [6.408, -2.349, 6.610], [5.475, -3.318, 5.451], [7.264, -3.363, 5.433], [6.383, -1.970, 3.807], [-6.554, 1.341, -5.881], [-5.833, 0.860, -7.014], [-5.835, 1.655, -5.128], [-7.173, 2.190, -6.164], [-7.183, 0.549, -5.469], [-6.480, 0.586, -7.669], [-1.914, 1.696, 5.910], [-0.969, 0.875, 6.597], [-2.893, 1.534, 6.354], [-1.645, 2.744, 6.009], [-1.951, 1.422, 4.852], [-0.107, 1.026, 6.196], [-3.574, 5.193, 4.382], [-2.357, 4.467, 4.546], [-4.399, 4.512, 4.569], [-3.626, 6.021, 5.094], [-3.655, 5.582, 3.364], [-1.633, 5.076, 4.379], [0.890, -3.705, 5.776], [1.795, -3.434, 4.702], [0.048, -3.023, 5.689], [0.526, -4.732, 5.714], [1.381, -3.545, 6.738], [2.534, -4.044, 4.788], [0.144, -0.148, -10.259], [-0.937, 0.667, -9.814], [1.038, 0.470, -10.293], [0.310, -0.978, -9.566], [-0.057, -0.541, -11.258], [-1.722, 0.114, -9.785], [-10.460, 3.468, -7.495], [-9.289, 2.670, -7.336], [-11.325, 2.835, -7.313], [-10.463, 4.292, -6.777], [-10.518, 3.868, -8.510], [-8.533, 3.239, -7.500], [-2.238, -0.249, -1.352], [-1.503, 0.770, -0.676], [-2.561, -0.979, -0.614], [-3.116, 0.174, -1.845], [-1.608, -0.747, -2.096], [-1.225, 1.409, -1.337], [-5.688, 0.843, 7.064], [-6.882, 1.615, 7.167], [-5.363, 0.853, 6.027], [-4.904, 1.278, 7.689], [-5.874, -0.190, 7.369], [-7.158, 1.599, 8.086], [4.949, -2.438, 9.224], [6.228, -3.062, 9.309], [4.190, -3.181, 9.453], [4.881, -1.621, 9.945], [4.781, -2.053, 8.214], [6.890, -2.397, 9.107], [5.967, 2.329, 3.183], [4.779, 3.113, 3.270], [6.324, 2.372, 2.157], [6.739, 2.726, 3.846], [5.761, 1.288, 3.447], [4.473, 3.068, 4.179]]}


Which formula does entry 1 have? C33H79B6F20N9O3Sn